*1*
Below is the molecule C23H24N2O4S2, with properties calculated with ωB97M-V/def2-TZVPD.

Calculated values
total charge	0
LUMO	-0.13	eV

The geometry in XYZ format:
```
55
C23H24N2O4S2 (ωB97M-V/def2-TZVPD)
C 2.90972 -5.25754 2.12098
C 3.17685 -4.54010 0.95153
C 3.04827 -3.15239 0.93762
C 2.64489 -2.46808 2.07909
S 2.51048 -0.67722 2.02318
C 0.92282 -0.11983 1.67517
C 0.65238 1.22770 1.14097
S -0.36084 -1.25505 1.24238
C -1.07323 -2.58171 2.31823
C -0.74654 -3.90454 2.04230
C -1.49832 -4.94722 2.59966
C -2.58610 -4.67189 3.43649
C -2.87007 -3.33396 3.73568
C -2.14838 -2.29710 3.15540
O -1.55559 -0.46028 0.96178
O 0.21778 -2.01605 0.13548
O 2.90974 -0.25558 3.34799
O 3.36101 -0.27603 0.91194
C 2.41316 -3.18446 3.26062
C 2.50738 -4.58082 3.27863
H 2.97383 -6.35048 2.13416
H 3.46818 -5.05667 0.03737
H 3.25096 -2.58651 0.04191
H -0.25016 1.63394 1.66167
H 1.52865 1.87837 1.42089
H 0.07527 -4.11357 1.36586
H -1.22684 -5.97333 2.37074
H -3.18351 -5.49189 3.87362
H -3.67324 -3.09757 4.41659
H -2.43670 -1.26688 3.30290
H 2.14154 -2.64999 4.16570
H 2.25437 -5.13857 4.19618
C -2.62338 5.24734 -4.49140
C -1.27177 5.96037 -4.72593
C -0.25439 5.23090 -3.84579
N -0.88160 3.93100 -3.47996
C -0.32100 2.98937 -2.66818
C 0.93216 3.16837 -2.01164
C 1.27366 2.40618 -0.92327
N 0.49115 1.41801 -0.42859
C -0.58455 1.07816 -1.20139
C -0.98568 1.78253 -2.33320
C -2.30790 3.92520 -3.75760
H -3.28772 5.87435 -3.87066
H -3.14628 5.06007 -5.43984
H -0.99293 5.85031 -5.77677
H -1.31763 7.02497 -4.47699
H 0.70153 5.08045 -4.35338
H -0.05688 5.81744 -2.93210
H 1.61160 3.98122 -2.25916
H 2.12429 2.61366 -0.27329
H -1.12765 0.17954 -0.94939
H -1.83738 1.42501 -2.93121
H -2.90795 3.85737 -2.83057
H -2.58748 3.06347 -4.38240
```


*2*
Below is a cluster of 2 separate species, C23H24N2O4S2 in total, with properties calculated with ωB97M-V/def2-TZVPD.

Calculated values
total charge	0
LUMO	-0.03	eV
SMILES	C=C(S(=O)(=O)c1ccccc1)S(=O)(=O)c1ccccc1.c1cc(N2CCCC2)ccn1

The geometry in XYZ format:
```
55
C23H24N2O4S2 (ωB97M-V/def2-TZVPD)
C 1.97236 -3.36712 2.54356
C 2.34338 -2.55680 1.46773
C 2.25238 -1.16728 1.57437
C 1.81732 -0.59662 2.76790
S 1.77910 1.21265 2.87281
C 0.09909 1.79340 2.59214
C -0.34950 2.89766 3.20987
S -1.06096 1.08650 1.39442
C -2.03527 -0.17287 2.25237
C -1.78547 -1.53700 2.09859
C -2.61556 -2.45358 2.74573
C -3.72947 -2.00664 3.46080
C -4.01142 -0.63773 3.55406
C -3.13785 0.27871 2.97884
O -2.14019 2.04432 1.23109
O -0.37841 0.47360 0.28622
O 2.12706 1.53216 4.24122
O 2.56015 1.71186 1.76593
C 1.47397 -1.39517 3.86376
C 1.53663 -2.78416 3.73474
H 2.02811 -4.45119 2.45154
H 2.71198 -2.98103 0.53384
H 2.51204 -0.51684 0.73729
H -1.31938 3.30506 2.94688
H 0.25304 3.37734 3.98069
H -0.94830 -1.87008 1.48839
H -2.39392 -3.52084 2.67774
H -4.38118 -2.71963 3.95773
H -4.89908 -0.27176 4.07363
H -3.33666 1.34413 3.07880
H 1.15035 -0.92474 4.79159
H 1.24985 -3.40984 4.57670
C -3.86596 7.54024 -4.07021
C -2.43703 7.90883 -4.50136
C -1.49829 7.02602 -3.65739
N -2.35124 6.07031 -2.97847
C -1.85114 5.06620 -2.19904
C -0.58391 5.16938 -1.60532
C -0.11590 4.08079 -0.86304
N -0.82329 2.98725 -0.64032
C -1.96786 2.81779 -1.33446
C -2.57265 3.85420 -2.02414
C -3.74672 6.20283 -3.31537
H -4.24807 8.30643 -3.38380
H -4.55146 7.46310 -4.92035
H -2.28576 7.69094 -5.56437
H -2.21650 8.96783 -4.33258
H -0.74607 6.52601 -4.29263
H -0.93547 7.64649 -2.93957
H 0.01357 6.06333 -1.72027
H 0.90273 4.07123 -0.48844
H -2.42105 1.83372 -1.35992
H -3.55870 3.72288 -2.47338
H -4.37996 6.19796 -2.42018
H -4.09221 5.37902 -3.95301
```


Relative to the most stable one, in eV, the structures come out at *1* 0.501; *2* 0.000.


*1*
Below is the ion C5H7N2 with charge +1, with properties calculated with ωB97M-V/def2-TZVPD.

Calculated values
total charge	+1
LUMO	-4.31	eV

The geometry in XYZ format:
```
14
C5H7N2 (ωB97M-V/def2-TZVPD)
C 0.00846 0.25117 1.06993
C -0.62400 1.11808 0.14755
C 0.01088 0.21579 2.40307
C 0.61865 -0.63217 0.01975
C 0.17592 0.42207 -0.98714
N 0.14449 0.31572 3.56443
N -0.64969 -0.03418 -2.15007
H 1.90133 -0.87002 0.10611
H 0.15042 -1.60821 -0.08048
H 0.99087 1.04684 -1.35627
H -0.15941 0.17681 4.50377
H -1.01252 0.79120 -2.64681
H -1.45436 -0.57200 -1.80040
H -0.10105 -0.62111 -2.79346
```


*2*
Below is a cluster of 2 separate species, C5H7N2 in total, with properties calculated with ωB97M-V/def2-TZVPD.

Calculated values
total charge	+1
LUMO	-6.62	eV

The geometry in XYZ format:
```
14
C5H7N2 (ωB97M-V/def2-TZVPD)
C 0.98438 -2.32991 -0.49054
C 0.46606 -1.50278 0.50898
C 0.54816 1.16309 0.21863
C 0.26681 -0.09318 0.36187
C -0.23625 2.30980 -0.23867
N -2.79250 -1.18527 0.04724
N -1.99864 -0.40895 0.03108
H 1.15012 -3.29366 -0.19570
H 1.16780 -1.99005 -1.45401
H 0.22563 -1.94383 1.50587
H 1.55927 1.50706 0.74230
H 0.32991 3.24948 -0.40314
H -0.76160 2.13514 -1.17074
H -0.90915 2.38305 0.53685
```


Relative to the most stable one, in eV, the structures come out at *1* 1.833; *2* 0.000.


*1*
Below is the ion C5H7N2 with charge +1, with properties calculated with ωB97M-V/def2-TZVPD.

Calculated values
total charge	+1
LUMO	-4.65	eV
SMILES	[NH+]#CNC=C1CC1

The geometry in XYZ format:
```
14
C5H7N2 (ωB97M-V/def2-TZVPD)
C -0.34690 -1.04564 -0.48169
C 0.68684 -0.30471 -0.18384
C -2.14137 -0.04817 0.27188
C 1.96568 0.20840 -0.50156
C 1.10240 0.68760 0.71483
N -1.55352 -1.14661 0.27355
N -2.29859 1.10847 0.12359
H -0.32685 -1.71769 -1.38896
H 2.90415 -0.33420 -0.26611
H 2.15263 0.97226 -1.36250
H 0.77009 1.72661 0.74783
H 1.66587 0.38131 1.62559
H -1.61502 -2.06016 0.86682
H -2.96541 1.57253 -0.43943
```


*2*
Below is a cluster of 2 separate species, C5H7N2 in total, with properties calculated with ωB97M-V/def2-TZVPD.

Calculated values
total charge	+1
LUMO (alpha / beta)	-8.92 / -9.14	eV

The geometry in XYZ format:
```
14
C5H7N2 (ωB97M-V/def2-TZVPD)
C -2.70492 0.45876 0.22164
C -2.61690 -0.88722 -0.01958
C -1.29357 -0.92962 -0.43446
C 2.47488 -0.01627 0.85675
C 2.38142 0.38905 -0.40148
N -1.66325 1.22683 0.08352
N -0.73218 0.29193 -0.39575
H -3.25494 -1.76632 -0.13965
H -0.86067 -1.81438 -0.85810
H -1.37023 2.15827 -0.01845
H 2.75542 0.60885 1.71152
H 2.12092 -0.98900 1.12841
H 1.84763 -0.03904 -1.23412
H 2.91640 1.30816 -0.50024
```


*3*
Below is the ion C5H7N2 with charge +1, with properties calculated with ωB97M-V/def2-TZVPD.

Calculated values
total charge	+1
LUMO (alpha / beta)	-6.95 / -6.94	eV
SMILES	C[C@]12CN1CC#[N+]2

The geometry in XYZ format:
```
14
C5H7N2 (ωB97M-V/def2-TZVPD)
C 1.56706 -0.82181 -0.25837
C 1.74506 0.59270 -0.51920
C -0.16203 0.63065 1.09725
C -0.45908 -0.40174 0.12812
C -1.74200 -0.71376 -0.51983
N 0.68433 -1.49170 0.21859
N 0.30692 0.81100 -0.28132
H 2.32067 1.13252 0.25980
H 2.16179 0.78598 -1.46175
H -0.97465 1.19557 1.32663
H 0.61687 0.71455 1.78358
H -1.74227 -0.10648 -1.46015
H -2.40166 -0.45598 0.33216
H -1.92100 -1.87149 -0.64552
```


Relative to the most stable one, in eV, the structures come out at *1* 0.000; *2* 3.868; *3* 1.725.


*1*
Below is a structure of composition C5H7N2, with properties calculated with ωB97M-V/def2-TZVPD.

Calculated values
total charge	+1
LUMO (alpha / beta)	-5.71 / -5.25	eV

The geometry in XYZ format:
```
14
C5H7N2 (ωB97M-V/def2-TZVPD)
C -0.28773 1.94120 2.40293
C -1.43941 -0.85170 1.05729
C 0.96903 -0.38474 -1.31076
C -0.15822 0.63378 0.50076
C 1.27680 -1.18494 -2.43342
N 0.43312 0.38551 -0.59747
N -0.12107 1.72305 1.18096
H -0.23550 1.04056 2.95197
H -2.22738 -0.37860 1.54826
H -1.71469 -1.40551 0.16319
H -0.49957 2.81209 2.94072
H 0.54513 -2.00109 -2.67205
H 2.25276 -1.90017 -2.48490
H 1.20671 -0.42943 -3.24748
```


*2*
Below is the ion C5H7N2 with charge +1, with properties calculated with ωB97M-V/def2-TZVPD.

Calculated values
total charge	+1
LUMO	-5.48	eV
SMILES	[NH2+]=C1CC=CC=N1

The geometry in XYZ format:
```
14
C5H7N2 (ωB97M-V/def2-TZVPD)
C -0.90111 -0.52197 1.55501
C -0.11186 0.58819 1.54445
C -0.63303 -1.46386 0.55250
C 0.34693 -0.07959 -0.95775
C 0.38867 0.99419 0.19086
N -0.11462 -1.26281 -0.61565
N 0.69330 0.16531 -2.21229
H -1.42500 -0.72222 2.40845
H 0.00904 1.21052 2.33712
H -0.67690 -2.56158 0.61771
H -0.39146 1.71561 -0.19777
H 1.16134 1.62064 0.24569
H 1.31046 0.84141 -2.57193
H 0.34423 -0.52384 -2.89638
```


*3*
Below is the ion C5H7N2 with charge +1, with properties calculated with ωB97M-V/def2-TZVPD.

Calculated values
total charge	+1
LUMO	-5.07	eV
SMILES	C=NC(=C)[N+]#CC

The geometry in XYZ format:
```
14
C5H7N2 (ωB97M-V/def2-TZVPD)
C 2.78735 -1.01655 0.38358
C 0.27398 -0.94127 1.91496
C -0.98140 1.04635 -0.70260
C 0.42620 -0.33102 0.72867
C -2.01288 1.78204 -1.37320
N -0.44082 0.32610 0.03029
N 1.71502 -0.69480 -0.16358
H 3.53103 -1.32947 -0.30877
H 1.18286 -1.34421 2.24493
H -0.65169 -0.76250 2.41808
H 2.86243 -0.95435 1.50451
H -2.57362 1.17333 -2.21770
H -1.55482 2.55636 -1.89355
H -2.65334 2.32750 -0.74703
```


Relative to the most stable one, in eV, the structures come out at *1* 6.387; *2* 0.000; *3* 2.399.